Record 1
A 17-piece molecular cluster, C99H221N11O17 overall in a non-equilibrium geometry, computed with the ωB97M-V functional and the def2-TZVPD basis.

Values from the calculation:
Maximum force in eV Å⁻¹: 3.8
HOMO energy in eV: -8.26
Frontier orbital gap in eV: 8.7
ΔE to the lowest compared entry with this formula, charge and spin in kJ/mol: 93.33

Last column: Mulliken charge in e.
Atoms and positions in Å:
O  4.666  -0.083  4.298  -0.68
H  4.044  -0.790  4.540  0.23
H  5.152  -0.437  3.564  0.46
O  2.780  -1.522  8.790  -0.66
H  3.231  -0.726  9.032  0.29
H  1.848  -1.351  8.735  0.32
O  0.068  -1.206  7.640  -0.55
H  -0.589  -1.802  7.989  0.26
H  -0.141  -1.152  6.707  0.12
O  -2.056  2.319  5.607  -0.82
H  -2.604  2.640  4.867  0.18
H  -1.214  2.734  5.476  -0.03
O  2.843  -1.816  5.920  -0.54
H  3.159  -1.969  6.840  0.37
H  2.023  -1.450  6.231  0.01
O  -1.724  -0.532  5.216  0.24
H  -0.996  -0.901  4.691  -0.32
H  -1.552  0.447  5.368  0.13
C  -5.389  -2.454  6.417  -1.99
C  -4.515  -3.744  6.512  1.43
C  -5.060  -4.755  5.506  -1.29
C  -4.166  -5.978  5.271  -0.93
C  -2.720  -5.526  4.900  -1.06
C  -2.203  -4.626  5.979  2.05
N  -3.175  -3.492  6.140  1.11
O  -2.664  -2.442  6.948  -0.34
C  -1.929  -5.488  7.211  -1.93
C  -0.892  -4.040  5.589  -1.02
C  -4.705  -4.247  7.930  -1.93
H  -5.068  -1.791  5.623  0.28
H  -5.352  -1.885  7.374  0.39
H  -6.472  -2.627  6.276  0.50
H  -6.067  -4.996  5.883  0.50
H  -5.302  -4.219  4.526  0.37
H  -4.540  -6.621  4.486  0.45
H  -4.214  -6.574  6.161  0.45
H  -2.755  -4.906  4.022  -0.09
H  -1.962  -6.361  4.778  0.35
H  -0.901  -5.781  7.232  0.47
H  -1.981  -4.974  8.186  0.37
H  -2.632  -6.314  7.250  0.34
H  -0.984  -3.346  4.680  -1.13
H  -0.456  -3.608  6.515  0.51
H  -0.290  -4.944  5.282  0.67
H  -5.775  -4.103  8.215  0.42
H  -4.227  -3.504  8.526  0.44
H  -4.321  -5.220  8.129  0.39
H  -2.573  -1.744  6.257  0.18
C  6.420  -1.754  -2.931  -2.21
C  7.251  -2.490  -1.878  1.93
C  8.755  -2.076  -2.085  -1.25
C  9.622  -2.296  -0.873  -0.72
C  9.023  -1.535  0.374  -0.82
C  7.605  -2.024  0.642  1.24
N  6.824  -1.920  -0.561  -0.11
O  5.505  -2.278  -0.287  0.71
C  7.527  -3.404  1.302  -1.82
C  6.927  -1.097  1.631  -1.85
C  7.126  -4.001  -2.024  -1.54
H  5.333  -2.005  -2.903  0.45
H  6.688  -2.055  -3.938  0.59
H  6.553  -0.662  -2.985  -0.03
H  9.062  -2.488  -2.998  0.51
H  8.667  -0.951  -2.210  0.25
H  10.635  -1.912  -1.058  0.45
H  9.732  -3.361  -0.596  0.32
H  8.984  -0.396  0.232  0.20
H  9.581  -1.701  1.400  0.39
H  6.584  -3.577  1.773  0.49
H  7.751  -4.214  0.592  0.23
H  8.301  -3.313  2.069  0.53
H  5.924  -1.270  1.782  -0.14
H  7.442  -1.202  2.553  0.76
H  7.059  -0.107  1.249  0.23
H  6.151  -4.348  -1.659  0.14
H  7.899  -4.515  -1.432  0.31
H  7.219  -4.324  -3.065  0.47
H  5.658  -3.186  0.068  0.12
C  -3.434  -2.146  -7.370  -1.55
C  -3.741  -2.906  -6.125  1.85
C  -2.527  -3.752  -5.844  -0.94
C  -2.378  -4.372  -4.473  -1.14
C  -2.540  -3.273  -3.413  -0.57
C  -3.820  -2.392  -3.593  1.32
N  -3.902  -1.924  -4.986  1.13
O  -5.215  -1.341  -5.179  -0.67
C  -5.032  -3.255  -3.159  -1.77
C  -3.732  -1.220  -2.566  -0.17
C  -4.909  -3.856  -6.245  -1.79
H  -3.342  -2.901  -8.147  0.61
H  -2.510  -1.651  -7.347  -0.43
H  -4.214  -1.406  -7.653  0.29
H  -2.441  -4.471  -6.619  0.89
H  -1.607  -3.072  -6.012  -0.77
H  -1.302  -4.677  -4.395  0.50
H  -3.047  -5.188  -4.313  0.53
H  -1.673  -2.648  -3.529  -0.26
H  -2.670  -3.588  -2.392  0.18
H  -5.848  -2.508  -3.401  0.45
H  -5.185  -4.190  -3.730  0.20
H  -5.037  -3.510  -2.089  0.27
H  -4.671  -0.727  -2.288  0.73
H  -3.332  -1.646  -1.630  0.05
H  -3.046  -0.381  -2.971  -0.54
H  -5.932  -3.341  -6.207  0.19
H  -4.814  -4.621  -5.484  0.43
H  -4.805  -4.420  -7.188  0.44
H  -5.109  -0.404  -4.947  0.32
C  0.160  4.152  7.768  -2.16
C  1.331  3.900  6.828  1.67
C  1.965  2.541  7.214  -1.47
C  2.778  1.812  6.214  -1.02
C  2.073  1.814  4.846  -0.15
C  1.609  3.228  4.378  2.09
N  0.794  3.796  5.494  1.35
O  0.262  5.076  5.094  -0.64
C  2.761  4.069  3.764  -1.23
C  0.568  2.988  3.259  -0.45
C  2.383  5.085  7.011  -1.50
H  -0.435  3.294  7.920  0.35
H  -0.510  4.985  7.472  0.30
H  0.527  4.440  8.742  0.51
H  2.490  2.774  8.182  0.37
H  1.085  1.917  7.486  0.27
H  3.079  0.822  6.515  0.61
H  3.778  2.337  6.033  0.34
H  1.219  1.143  4.991  -0.69
H  2.732  1.378  4.068  0.42
H  3.259  3.471  2.993  -0.21
H  2.320  4.911  3.196  0.27
H  3.497  4.418  4.552  0.30
H  0.009  3.927  3.121  0.64
H  0.989  2.816  2.274  -0.15
H  -0.176  2.240  3.556  -0.65
H  2.607  5.173  8.081  0.50
H  1.859  6.006  6.677  0.38
H  3.285  4.976  6.364  0.29
H  1.069  5.617  5.146  0.31
C  -0.818  1.666  -3.249  0.04
C  -1.567  2.776  -3.923  3.07
C  -0.571  3.903  -4.373  0.01
C  -1.169  4.818  -5.452  -0.39
C  -1.845  4.071  -6.598  -1.45
C  -2.829  3.057  -6.050  2.07
N  -2.080  2.167  -5.149  0.89
O  -2.945  1.163  -4.683  0.23
C  -4.066  3.638  -5.425  -1.64
C  -3.215  2.153  -7.194  -2.81
C  -2.591  3.358  -2.863  -1.14
H  -0.117  2.102  -2.501  -0.45
H  -0.245  1.214  -4.063  -0.46
H  -1.373  0.870  -2.793  -1.00
H  -0.240  4.568  -3.523  -0.79
H  0.394  3.453  -4.613  0.22
H  -0.400  5.445  -5.936  0.66
H  -2.061  5.417  -5.096  -0.09
H  -1.089  3.605  -7.245  0.14
H  -2.419  4.718  -7.283  0.55
H  -4.531  2.802  -4.879  0.09
H  -3.854  4.426  -4.711  0.35
H  -4.792  4.107  -6.105  0.44
H  -3.424  2.886  -7.926  0.74
H  -2.405  1.499  -7.498  0.40
H  -4.143  1.633  -7.012  0.30
H  -2.171  3.389  -1.899  0.10
H  -3.486  2.805  -2.865  0.25
H  -2.827  4.390  -3.171  -0.23
H  -2.848  0.331  -5.203  -0.27
C  1.468  -1.593  -5.052  -1.65
C  1.836  -0.727  -6.316  1.90
C  2.932  -1.515  -7.059  -1.13
C  3.000  -1.157  -8.593  -0.73
C  1.655  -1.217  -9.297  -1.30
C  0.580  -0.388  -8.556  1.27
N  0.568  -0.904  -7.141  -0.10
O  -0.477  -0.314  -6.409  1.89
C  0.839  1.067  -8.724  -1.30
C  -0.767  -0.718  -9.231  -1.87
C  2.270  0.587  -5.807  -1.22
H  2.346  -2.052  -4.567  0.35
H  0.844  -2.392  -5.368  0.85
H  0.912  -0.947  -4.361  -0.49
H  3.863  -1.186  -6.609  0.32
H  2.623  -2.557  -6.983  0.41
H  3.681  -1.904  -9.128  0.34
H  3.570  -0.203  -8.553  0.33
H  1.336  -2.211  -9.520  0.41
H  1.718  -0.640  -10.264  0.40
H  1.959  1.233  -8.580  0.31
H  0.406  1.318  -9.693  0.62
H  0.232  1.684  -7.932  -0.21
H  -0.969  -1.795  -9.043  0.33
H  -1.653  -0.165  -8.836  0.19
H  -0.636  -0.567  -10.316  0.61
H  3.045  0.398  -5.080  0.54
H  1.428  0.985  -5.283  -0.26
H  2.532  1.279  -6.583  0.47
H  -0.354  0.606  -6.272  -0.80
C  -4.877  3.073  1.344  -1.83
C  -3.988  3.378  2.547  2.63
C  -4.253  4.757  3.201  -1.15
C  -5.567  4.878  3.898  -0.91
C  -5.649  3.821  5.023  -1.48
C  -5.441  2.410  4.563  1.78
N  -4.163  2.436  3.803  1.58
O  -3.931  1.131  3.327  -0.68
C  -5.190  1.490  5.755  -2.09
C  -6.682  1.876  3.727  -1.61
C  -2.533  3.267  2.178  0.52
H  -4.616  3.710  0.448  0.22
H  -5.943  3.269  1.585  0.42
H  -4.752  2.076  0.924  0.34
H  -3.410  4.949  3.837  0.37
H  -4.263  5.519  2.435  0.12
H  -6.350  4.684  3.227  0.34
H  -5.760  5.917  4.344  0.50
H  -6.548  3.977  5.637  0.36
H  -4.810  3.995  5.664  0.33
H  -6.075  1.513  6.381  0.71
H  -4.944  0.475  5.447  0.46
H  -4.348  1.884  6.350  0.07
H  -6.321  1.339  2.858  0.32
H  -7.242  1.198  4.340  0.51
H  -7.305  2.699  3.302  0.27
H  -1.940  3.594  3.108  -0.38
H  -2.366  4.056  1.415  -0.31
H  -2.212  2.271  1.732  -0.70
H  -3.136  0.834  3.795  -0.04
C  7.072  2.479  -1.912  -1.55
C  5.771  3.025  -1.344  1.75
C  5.239  4.096  -2.273  -1.94
C  3.834  4.494  -1.877  -0.22
C  2.956  3.279  -2.150  -0.44
C  3.331  2.133  -1.252  2.88
N  4.847  1.893  -1.454  -0.20
O  5.295  0.945  -0.457  0.85
C  3.102  2.416  0.239  0.22
C  2.539  0.863  -1.685  -0.17
C  6.130  3.544  0.103  -1.69
H  6.861  1.879  -2.803  0.27
H  7.649  1.886  -1.152  0.13
H  7.687  3.399  -2.292  0.47
H  5.995  4.876  -2.129  0.65
H  5.217  3.811  -3.310  0.23
H  3.609  5.426  -2.439  0.35
H  3.791  4.736  -0.774  0.15
H  3.064  2.957  -3.220  0.40
H  1.909  3.440  -1.925  -0.28
H  2.391  3.260  0.395  -0.63
H  2.665  1.600  0.715  -0.03
H  3.988  2.751  0.804  -0.42
H  1.533  0.904  -1.230  -0.87
H  2.519  0.634  -2.741  -0.17
H  2.982  0.034  -1.224  0.03
H  5.453  4.335  0.448  0.28
H  7.165  4.017  0.069  0.48
H  6.114  2.741  0.812  0.16
H  5.757  0.294  -1.082  -0.29
C  -0.796  -9.657  -0.049  -1.75
C  -0.601  -8.312  0.703  1.44
C  0.276  -7.386  -0.173  -1.19
C  -0.460  -6.731  -1.343  -0.83
C  -1.778  -6.106  -0.852  0.81
C  -2.533  -7.007  0.013  2.29
N  -1.741  -7.433  1.123  0.83
O  -2.624  -8.298  1.865  -0.60
C  -3.724  -6.301  0.644  -1.63
C  -3.263  -8.034  -0.910  -2.16
C  0.183  -8.716  1.947  -1.97
H  0.224  -10.091  -0.081  0.46
H  -1.190  -9.422  -1.025  0.36
H  -1.555  -10.181  0.522  0.38
H  0.918  -6.676  0.344  0.31
H  1.067  -7.983  -0.730  0.34
H  -0.592  -7.465  -2.143  0.61
H  0.178  -5.897  -1.768  0.25
H  -2.355  -5.890  -1.760  0.03
H  -1.518  -5.128  -0.370  -1.18
H  -4.175  -5.640  -0.104  0.58
H  -4.515  -7.007  1.017  0.34
H  -3.347  -5.781  1.575  -0.16
H  -4.197  -7.600  -1.156  0.56
H  -2.734  -8.218  -1.862  0.28
H  -3.445  -8.971  -0.360  0.38
H  0.298  -7.758  2.493  0.26
H  1.087  -9.153  1.691  0.57
H  -0.481  -9.388  2.483  0.39
H  -2.798  -7.746  2.645  0.32
C  0.283  8.110  -3.767  -1.83
C  -0.318  8.211  -2.367  1.43
C  -1.889  8.306  -2.378  -1.11
C  -2.510  8.169  -1.074  -0.73
C  -2.049  6.828  -0.538  -0.52
C  -0.494  6.595  -0.362  1.75
N  0.131  6.912  -1.687  1.18
O  1.499  7.050  -1.364  -0.68
C  -0.007  7.516  0.784  -1.63
C  -0.128  5.202  0.008  -0.19
C  0.139  9.570  -1.743  -1.76
H  0.008  7.105  -4.233  0.32
H  1.398  8.188  -3.737  0.28
H  -0.180  8.799  -4.526  0.35
H  -2.028  9.292  -2.862  0.56
H  -2.369  7.659  -3.130  0.06
H  -3.582  8.415  -1.126  0.36
H  -2.049  8.979  -0.417  0.30
H  -2.462  6.037  -1.181  -0.05
H  -2.369  6.561  0.433  0.37
H  1.029  7.318  1.010  0.36
H  0.032  8.558  0.507  0.24
H  -0.549  7.285  1.715  0.32
H  -0.657  4.407  -0.527  -0.81
H  0.937  5.014  -0.282  0.27
H  -0.088  4.986  1.090  -0.65
H  -0.207  9.684  -0.750  0.56
H  -0.314  10.399  -2.354  0.41
H  1.236  9.656  -1.790  0.24
H  2.015  6.440  -1.880  0.13
C  2.394  -3.101  -0.357  -2.10
C  1.436  -2.663  0.707  3.30
C  2.117  -2.096  1.927  -2.14
C  1.198  -1.515  2.989  1.87
C  0.146  -0.636  2.402  1.49
C  -0.456  -1.104  1.041  2.39
N  0.561  -1.577  0.166  0.51
O  -0.016  -2.046  -1.029  1.61
C  -1.666  -2.034  1.255  -0.37
C  -1.107  0.162  0.392  1.03
C  0.627  -3.933  1.144  -1.60
H  3.203  -3.679  0.113  0.27
H  2.966  -2.328  -0.888  -0.28
H  1.901  -3.724  -1.073  0.12
H  2.624  -2.954  2.359  0.79
H  2.878  -1.322  1.756  -0.08
H  1.856  -0.918  3.612  -0.93
H  0.791  -2.219  3.667  -0.22
H  0.691  0.370  2.327  -1.35
H  -0.711  -0.358  3.031  -0.75
H  -1.519  -2.720  2.140  -1.02
H  -2.540  -1.397  1.377  0.55
H  -1.944  -2.589  0.378  -0.40
H  -1.542  0.735  1.206  -1.57
H  -0.282  0.807  0.046  -0.67
H  -1.743  0.075  -0.539  -0.49
H  0.031  -4.400  0.316  -0.68
H  -0.002  -3.792  1.969  -0.22
H  1.369  -4.645  1.325  0.97
H  0.549  -1.685  -1.678  -0.50

---

Record 2
C9H10Br2MnN2S2 as an isolated structure in a non-equilibrium geometry, computed with the ωB97M-V functional and the def2-TZVPD basis.

Values from the calculation:
Maximum force in eV Å⁻¹: 2.6
Multiplicity: 2
Charge: +2
HOMO energy (alpha / beta) in eV: -14.97 / -14.97
Frontier orbital gap (alpha / beta) in eV: 6.2 / 6.7
ΔE to the lowest compared entry with this formula, charge and spin in kJ/mol: 0.00

Last column: Mulliken charge in e.
Atoms and positions in Å:
Mn  0.609  -0.181  -0.887  0.68
C  1.788  3.284  0.170  -0.61
C  0.744  2.553  0.934  0.70
N  0.252  1.365  0.680  -0.14
C  -0.710  0.986  1.599  -0.10
C  -0.943  1.914  2.564  -0.31
S  0.041  3.279  2.335  -0.07
C  -1.341  -0.307  1.442  0.07
C  -2.302  -0.871  2.224  -0.39
S  -2.725  -2.406  1.633  -0.03
C  -1.596  -2.246  0.347  0.84
N  -0.953  -1.100  0.382  -0.15
C  -1.420  -3.327  -0.657  -1.35
H  2.144  2.716  -0.685  -0.27
H  2.635  3.515  0.817  0.35
H  1.398  4.240  -0.180  0.35
H  -1.640  1.854  3.384  0.41
H  -2.766  -0.455  3.103  0.42
H  -2.080  -4.164  -0.447  0.43
H  -0.392  -3.696  -0.653  0.30
H  -1.644  -2.962  -1.662  0.30
Br  0.971  -1.983  -2.649  0.05
C  2.304  -0.845  -3.477  -0.37
Br  2.367  0.759  -2.385  0.03
H  1.990  -0.586  -4.482  0.44
H  3.270  -1.337  -3.452  0.44

---

Record 3
One molecule with the formula C9H10BrNO3 in a non-equilibrium geometry, computed with the ωB97M-V functional and the def2-TZVPD basis.

Values from the calculation:
Maximum force in eV Å⁻¹: 5.5
HOMO energy in eV: -9.66
Frontier orbital gap in eV: 9.6
SMILES: CO[C@@H](c1ccccc1)[C@@H](Br)[N+](=O)[O-]
ΔE to the lowest compared entry with this formula, charge and spin in kJ/mol: 84.16

Last column: Mulliken charge in e.
Atoms and positions in Å:
C  -1.852  1.972  1.389  -0.28
C  -0.489  2.236  1.261  -1.06
C  -2.386  0.735  0.991  -0.45
C  0.356  1.286  0.636  -0.43
C  -1.565  -0.202  0.385  -0.32
C  -0.185  0.088  0.229  0.48
C  2.199  -1.495  1.309  -0.77
C  0.699  -0.924  -0.472  -0.25
C  0.791  -0.395  -1.891  -0.44
N  -0.552  -0.404  -2.665  1.01
O  -0.874  0.601  -3.257  -0.61
O  -1.147  -1.437  -2.677  -0.51
O  2.019  -0.955  0.029  -0.35
Br  1.917  -1.594  -2.935  -0.10
H  -2.638  2.585  1.883  0.30
H  -0.131  3.110  1.563  0.55
H  -3.513  0.533  1.265  0.24
H  1.323  1.467  0.590  0.74
H  -1.918  -1.119  -0.046  0.38
H  3.240  -2.037  1.407  0.23
H  1.377  -2.148  1.381  0.43
H  2.110  -0.665  2.150  0.22
H  0.033  -1.847  -0.356  0.49
H  1.188  0.608  -2.169  0.51

---

Calculated total energy across the listed records, respectively: -5785.47131, -7553.23186, -3203.27160 hartree.